DFT (the ωB97M-V functional and the def2-TZVPD basis) results for an isolated molecule of C5H9NO.

Positions of all 16 atoms, in Å:
N 3.064 -0.978 1.145
C 1.983 -0.863 0.284
C 0.711 -0.822 0.647
C -0.456 -0.733 -0.306
C -1.548 0.248 0.173
C -1.542 1.453 -0.721
O -2.503 1.894 -1.289
H 2.936 -1.354 2.067
H 3.952 -1.161 0.710
H 2.272 -0.612 -0.731
H 0.437 -0.896 1.697
H -0.790 -1.753 -0.475
H -0.084 -0.392 -1.276
H -1.370 0.503 1.217
H -2.537 -0.203 0.108
H -0.543 1.920 -0.838

As for the HOMO energy: -8.1353 eV. The value obtained for the energy relative to the best compared isomer or geometry (same formula, charge and spin) is 168.89 kJ/mol. Its gap between HOMO and LUMO is 9.1 eV. For the strongest force on any atom, the calculation gives 1.0 eV Å⁻¹. Its net charge is 0.